Computed, not measured: C36H46BrN3O4ReSi4Te as an isolated structure, with ωB97M-V/def2-TZVPD.

Values from the calculation:
Charge: +1
Maximum force: 0.0129 hartree/bohr
Highest occupied orbital energy: -10.16 eV
ΔE to the lowest compared entry with this formula, charge and spin: 0.00 kJ/mol
Gap between HOMO and LUMO: 6.483 eV

XYZ file:
```
96
Properties=species:S:1:pos:R:3:forces:R:3
H 0.123050 -2.545806 0.733343 -0.01 0.00 -0.04
C -0.248648 -4.029524 1.829005 -0.09 -0.03 0.08
C -3.488672 -0.034988 -1.680423 0.01 -0.03 0.06
N -2.708096 -1.495418 2.881150 0.04 0.07 -0.04
C -4.150659 3.030088 3.550150 0.02 -0.06 0.06
H 2.225825 -1.032653 -4.532726 0.02 -0.01 0.01
H 0.806720 4.461418 -2.138433 0.00 0.00 -0.04
C 0.686749 -1.343876 4.386540 -0.03 0.00 0.02
H 3.426856 -0.640822 2.505287 0.01 0.00 -0.02
C -4.180915 4.318317 3.044543 0.02 0.05 -0.05
H 2.265611 1.694265 -5.255184 -0.02 0.02 0.00
H 0.123054 -2.855863 -2.044358 -0.01 0.03 0.01
C -4.198151 0.923566 -2.407158 -0.01 0.08 0.00
C 0.853393 0.245620 2.524258 -0.06 0.00 -0.14
C 4.846198 1.215691 -0.026868 0.03 -0.04 0.04
O 0.513842 -3.425663 0.896985 -0.06 0.11 -0.01
C 1.488878 -0.737896 3.423528 0.01 0.03 -0.05
Re -1.820397 0.580548 0.938499 0.45 -0.12 0.47
H 0.983158 -5.762276 1.714224 -0.01 0.00 0.00
H -0.409322 -1.374584 -1.235576 -0.05 -0.01 0.01
Si 1.875818 1.183270 -1.824077 -0.01 0.06 -0.03
H 4.377821 3.112388 -3.537286 0.02 -0.01 0.00
C 4.879610 2.452677 -2.827705 0.05 -0.01 -0.05
C -2.750030 0.325025 -0.497076 -0.34 -0.04 -0.42
H 4.200288 0.842193 0.768867 0.00 0.01 0.03
C 0.119857 -5.322880 2.196322 0.01 -0.01 0.00
C -3.426596 0.656349 3.314164 -0.02 -0.06 -0.08
H -2.926544 -3.669297 3.876109 0.00 -0.01 0.00
H 2.961563 -3.499241 5.664088 0.00 0.00 -0.01
H -0.162168 4.672731 -3.597704 -0.03 -0.01 0.02
H 3.785998 -1.102089 -3.700074 -0.02 -0.01 -0.01
C -2.079362 -4.148597 3.406637 0.00 -0.01 -0.02
H 2.912394 3.907647 0.369662 0.01 0.00 0.00
H 4.502325 4.405245 -0.208825 -0.02 0.01 -0.01
H -0.306029 -7.015519 3.414931 0.00 0.00 0.00
H -0.857473 3.861964 -2.198227 0.02 -0.02 0.01
C 2.826624 -1.924892 -0.644875 0.06 -0.03 0.05
C -0.841739 1.286337 -3.909845 -0.05 -0.06 -0.04
O -0.296523 0.671047 2.738323 0.04 0.07 -0.08
H 2.830164 -3.012310 -0.757097 -0.01 0.02 0.02
C -3.513235 -1.372212 -2.088360 0.01 -0.01 -0.01
H 5.306361 0.358683 -0.522605 -0.02 -0.01 0.01
H 2.344587 -1.697849 0.308329 0.05 0.00 -0.03
C 3.554402 3.951712 -0.511643 -0.03 0.07 -0.01
C 3.347379 -2.102039 4.075869 0.00 0.00 0.00
H 1.092736 2.886770 -5.823963 0.02 0.00 0.01
H -2.243102 3.749394 0.338005 0.01 0.01 0.01
C 1.720301 2.598713 -4.975846 0.06 0.03 -0.03
H -2.970673 -2.111793 -1.513432 0.01 0.00 0.00
N -2.879444 -0.193089 2.523548 -0.14 0.06 -0.01
C 2.763496 -1.487184 -3.696913 0.04 -0.01 -0.06
H 5.040624 1.488981 -3.317461 0.00 0.03 0.00
H -0.556196 0.425623 -4.520694 0.00 0.04 0.02
C -0.605756 -6.011163 3.143849 0.00 -0.03 0.02
H 4.380378 -2.402133 3.963562 -0.01 0.00 0.00
H -0.349234 -1.052373 4.494436 0.01 0.00 0.00
H -3.516924 5.578281 1.425185 0.01 0.00 0.01
H 3.087369 4.618768 -1.240143 0.00 -0.01 0.02
H -3.824488 0.352623 4.275714 -0.02 0.00 -0.01
H -0.393683 -1.452418 -2.995980 0.03 -0.01 0.02
O 1.531762 0.588792 1.463504 -0.12 0.01 0.18
C -4.231366 -1.737984 -3.214168 0.00 0.02 0.00
C -3.507755 4.591371 1.864693 -0.06 0.04 0.04
H 5.861729 2.881911 -2.610033 -0.02 -0.01 0.00
H -4.252342 -2.773738 -3.526539 0.00 0.01 0.00
H 2.448078 3.395946 -4.815419 0.00 -0.02 -0.01
C 2.554643 -2.720328 5.033764 0.01 0.00 -0.01
N -2.753005 2.332071 1.731033 -0.15 0.02 0.20
C -3.448303 2.051260 2.867902 0.00 0.01 -0.11
H -4.673667 2.770595 4.460640 0.00 0.01 -0.02
Si 3.897260 2.266427 -1.247301 -0.02 -0.02 -0.05
C 0.140822 -1.763001 -2.095932 -0.11 -0.06 -0.03
H -5.488514 -1.066549 -4.817480 0.00 0.00 0.01
C 2.818809 -1.114625 3.262445 0.02 -0.01 0.00
C -1.766105 -2.046120 2.135060 0.05 0.09 -0.12
C -1.363475 -3.424571 2.440231 0.04 0.01 -0.01
Te 0.423628 1.800224 0.190070 0.21 0.04 -0.09
H -4.727009 5.096613 3.560141 0.00 -0.01 -0.01
O -1.129617 -1.409940 1.179880 0.09 -0.15 0.22
C -4.928531 -0.777711 -3.937655 0.02 -0.01 0.01
Si 0.642874 2.333406 -3.472355 -0.05 -0.04 0.02
Br 0.147526 -3.180292 6.473635 -0.01 -0.01 0.01
H 3.862128 -1.584951 -0.593748 0.00 0.02 -0.01
H -4.183008 1.957910 -2.084063 0.00 -0.03 0.00
C -1.716298 -5.428428 3.754519 0.00 0.00 0.00
H -5.461690 1.295634 -4.094329 0.00 -0.01 0.01
H 5.645441 1.807190 0.427400 0.00 -0.02 0.00
C 1.229928 -2.335836 5.179652 0.00 -0.01 0.01
C 0.063052 3.983480 -2.779531 -0.02 0.03 0.05
H 2.814069 -2.563976 -3.880127 0.00 0.02 0.00
H -2.280110 -5.972219 4.499512 0.00 0.00 -0.01
C -4.913250 0.550950 -3.532497 0.02 0.01 0.01
H -1.340027 0.904853 -3.015298 0.00 0.03 -0.04
Si 1.902787 -1.155705 -2.070428 -0.02 0.01 0.02
H -1.569467 1.870876 -4.479792 0.00 -0.02 0.00
C -2.800369 3.576977 1.248057 0.09 -0.10 0.02
```
Positions in Å, forces in eV/Å.

=====

Computed, not measured: a 5-piece molecular cluster, C36H46FI2N4O19 overall in a non-equilibrium geometry, with ωB97M-V/def2-TZVPD.

Values from the calculation:
Charge: +1
Maximum force: 0.0930 hartree/bohr
Highest occupied orbital energy: -11.70 eV
Gap between HOMO and LUMO: 7.215 eV

XYZ file:
```
108
Properties=species:S:1:pos:R:3:forces:R:3
H -2.101087 -5.339800 -0.415338 -0.94 0.56 0.17
C -0.191464 3.357125 -3.930095 0.92 1.61 0.95
C 4.662915 0.875354 0.951754 -0.38 -0.38 -0.38
H 5.379322 2.788958 0.216851 0.01 -0.04 0.04
H -1.090081 7.688368 6.244450 0.00 -0.04 -0.05
H 6.669040 -0.586578 5.434120 -0.08 -0.02 0.16
H 0.891930 4.658703 -2.564672 0.02 -1.08 -0.41
H 0.916310 2.964540 -1.976172 0.16 0.31 -1.00
O -6.447397 0.001879 3.552160 -0.07 -0.20 0.29
H 0.784983 -2.199908 -1.435777 0.35 0.01 -0.25
N 1.572352 -1.896538 -2.026149 -0.01 0.47 0.34
O 5.347916 2.618839 2.266188 0.15 -0.42 0.05
C -5.184852 -2.730339 0.065926 1.62 -1.77 -0.28
H -4.783018 1.036265 4.175899 -0.04 -0.04 0.03
O 6.693298 -1.149302 7.436420 0.39 -0.21 0.16
C -0.544705 6.328680 3.869122 0.32 0.13 -0.25
C -5.062106 0.021387 3.879350 0.53 0.24 -0.36
O 3.838045 -2.327714 -1.819058 -0.24 0.26 -0.02
O 5.767160 0.473172 1.755185 0.06 0.40 0.19
C -5.438849 -4.174312 0.168622 2.44 0.98 -0.40
H 3.742672 0.488207 1.396540 0.04 0.03 0.00
H -1.049641 -2.800010 -2.621178 -0.04 -0.06 -1.07
H 1.844466 1.296063 -5.315258 -0.08 -0.82 0.61
H 0.059929 3.966199 -4.844282 -0.47 -1.01 0.67
H -6.029515 -2.007880 0.212331 1.04 -0.72 -0.16
C -3.502510 -0.108851 -1.808290 -0.85 -0.63 -0.54
C -2.282444 -3.752337 -4.278587 0.59 0.21 0.64
N -2.255096 0.653004 -2.023686 1.09 0.47 -0.42
H -4.809717 -1.982017 4.677555 -0.03 0.04 -0.02
C -1.021087 6.616926 6.041874 0.04 0.19 0.66
C -7.119585 -0.413083 4.663104 -0.61 -0.01 0.18
C -2.232413 6.085612 5.328332 -0.57 -0.13 0.27
C -2.635276 -0.231724 -4.958095 -1.62 0.09 -0.17
C 7.708387 -1.664191 8.182305 -0.05 -0.20 0.49
C -4.316274 -5.109670 -0.009191 0.21 1.79 -0.17
O -6.259995 -0.865489 5.616695 -0.14 0.21 -0.39
H 3.759775 2.847646 0.944417 0.10 0.07 0.19
C 0.980179 3.583482 -2.906529 -0.06 0.88 -0.11
O 0.024822 6.392319 5.099360 -0.28 -0.09 -0.45
H -4.456978 -0.276139 3.023971 -0.20 0.04 -0.05
H -3.620573 -0.083749 -4.424982 1.13 -0.31 -0.32
C 3.136933 -0.400969 -4.823475 1.06 -0.40 -0.19
C -3.659697 -0.712122 -0.359274 0.24 -1.95 0.86
H -0.737169 -5.353213 -2.656450 0.56 0.64 -0.53
H -2.605521 -3.084886 -5.115509 0.06 -0.44 0.87
O -3.712304 -0.074882 0.661609 0.09 0.66 -1.13
H 2.514204 1.312080 -3.653119 -0.59 -0.69 -0.78
O -0.392591 1.987298 -4.357478 -0.74 0.79 -0.60
H -3.142246 6.624230 5.589731 0.03 0.00 -0.22
H -2.138190 -4.779275 -4.722720 -0.23 1.08 0.48
O 6.804100 1.430807 3.516346 -0.19 -0.03 -0.19
H -1.392507 2.638314 -1.663890 -0.36 -1.06 0.19
H -3.557981 -0.956317 -2.548469 0.37 0.86 0.88
C 2.045604 0.642452 -4.431323 0.93 0.36 0.83
H 8.580240 -2.034565 5.555487 -0.03 0.02 0.04
C -3.812765 -2.271086 -0.237155 -1.23 -1.07 -0.32
H 7.371120 0.587456 6.565204 0.02 -0.05 -0.02
O 1.579833 0.337111 -1.538401 0.02 -0.31 -1.14
C 0.036001 -2.501651 -4.611223 -0.26 -0.30 0.80
H -2.411509 0.765629 -5.434659 0.05 -1.22 0.30
H 0.857945 -4.402646 -2.816296 -0.99 -0.48 -0.18
H -4.369617 0.566030 -2.053443 0.77 -0.50 0.50
H -0.822407 6.092864 6.975746 0.18 0.00 -0.14
H -4.510873 -6.206718 0.072353 0.25 1.16 -0.08
N -0.195574 1.077162 -3.341723 0.78 0.16 2.74
H 4.757122 0.485525 -0.061572 0.15 -0.11 0.13
O -0.589498 0.347877 0.325895 -0.57 0.35 -0.85
C -0.207562 -0.915240 -4.627154 0.60 -1.46 0.22
H -2.834739 -1.028241 -5.722231 0.50 0.84 0.77
O 8.899177 -1.558639 7.531699 -0.42 0.04 0.14
H 1.094028 -2.771739 -4.342429 -0.97 0.75 -0.48
H -1.116426 3.826757 -3.482423 0.58 -0.86 -0.58
N -1.547010 -0.640335 -3.998770 -1.18 1.87 0.45
H 9.390771 -0.477467 5.824201 0.05 -0.08 0.18
C 2.827331 -2.011122 -1.308135 0.25 -0.03 0.51
C -2.955055 -4.635473 -0.294193 -1.60 1.47 0.26
C -0.130150 -4.660056 -3.292901 0.51 0.79 -0.40
C 8.618254 -1.149362 6.195763 0.40 0.01 -0.47
C -1.923295 1.797278 -1.150769 -0.81 1.31 1.32
H -3.042916 -3.816151 -3.447926 0.47 0.04 -1.11
O -8.301304 -0.382225 4.782203 0.34 -0.01 -0.08
H 1.995158 3.524904 -3.393786 -1.08 -0.27 0.58
C -4.970563 -0.955645 5.017886 0.45 -0.27 0.27
O 0.065941 6.316431 2.844787 -0.23 -0.17 0.21
O 7.572188 -2.143222 9.262713 0.03 0.12 -0.29
H -6.463512 -4.542838 0.400302 1.04 0.31 -0.26
O -1.901454 6.281688 3.955078 0.44 -0.01 -0.02
C -1.090824 1.406801 0.118624 0.12 -0.33 0.56
H -1.700385 -2.756210 -0.621093 -0.97 -0.78 0.27
H -2.388755 5.018227 5.505302 0.04 0.03 -0.01
C 6.046971 1.501222 2.601069 0.31 0.00 0.37
C -0.899247 -3.293232 -3.616129 0.38 -1.97 -0.55
H 0.138804 -5.174706 -4.262630 -0.46 0.44 1.00
C -2.706115 -3.204615 -0.417058 -2.01 -0.11 0.35
F 2.803312 -1.741144 0.042387 -0.75 -0.34 -1.43
C 1.312317 -0.496526 -2.370062 0.21 0.28 1.44
C 7.282127 -0.475118 6.326903 -0.33 0.42 -0.45
O 2.948900 -1.449718 -5.379193 -0.60 0.68 0.25
O 4.446878 -0.023123 -4.523630 -1.72 0.68 -0.67
I -0.868559 2.928198 1.668892 -0.23 -0.17 -0.96
H 4.991485 -0.378482 -5.253173 -0.10 -0.24 0.61
H -2.902536 2.232448 -0.793630 1.04 -0.51 -0.23
C 4.740375 2.375643 1.001763 -0.25 0.43 -0.37
H -0.158889 -2.899245 -5.636553 0.19 0.26 0.95
I -0.039476 -0.496886 -6.793673 -0.12 0.48 0.50
C 0.760544 0.014732 -3.772193 -0.56 -0.19 0.04
H -4.190791 -0.694115 5.732324 -0.19 -0.03 0.10
C -1.436489 0.386946 -2.993551 1.81 -1.69 -4.09
```
Positions in Å, forces in eV/Å.